Record 1
# C5H10S

A single C5H10S molecule in a non-equilibrium geometry (wB97M-V/def2-TZVPD, OMol25).

Last column: Löwdin charge in e.
Element x y z (Å)
C: 1.292 -1.916 -0.582  -0.462
S: 0.437 -0.582 -1.385  0.812
C: -0.070 0.242 0.123  -0.678
C: -0.502 1.736 0.098  -0.156
C: -0.865 1.465 1.647  -0.168
C: -0.994 -0.066 1.334  -0.182
H: 0.627 -2.727 -0.223  0.041
H: 2.149 -2.412 -1.263  0.089
H: 1.847 -1.468 0.202  -0.003
H: 0.871 0.242 0.741  0.093
H: 0.243 2.528 0.015  0.096
H: -1.406 1.931 -0.494  0.105
H: -0.030 1.595 2.352  0.105
H: -1.754 1.994 1.951  0.085
H: -0.642 -0.751 2.120  0.096
H: -2.070 -0.377 1.055  0.126

Output
* frontier orbital gap: 0.348 Ha
* SMILES string: CSC1CCC1
* calculated total energy: -16180.728 eV
* HOMO level: -8.431 eV
* strongest force on any atom: 3.33 eV/Å

=====

Record 2
# C5H10S

A single C5H10S molecule in a non-equilibrium geometry (wB97M-V/def2-TZVPD, OMol25).

Last column: Löwdin charge in e.
Element x y z (Å)
C: 2.190 1.488 1.582  -0.394
S: 1.000 0.064 1.737  0.794
C: 0.595 -0.010 -0.015  -0.423
C: -0.545 -0.525 -0.501  -0.425
C: -0.946 -0.537 -1.958  -0.075
C: -1.706 -1.000 0.372  -0.106
H: 3.210 1.069 1.304  0.051
H: 1.891 2.094 0.747  0.012
H: 2.239 2.049 2.514  0.023
H: 1.372 0.326 -0.773  0.099
H: -0.104 -0.217 -2.496  0.050
H: -1.775 0.070 -2.163  0.056
H: -1.319 -1.529 -2.340  0.102
H: -2.657 -0.486 0.139  0.074
H: -1.825 -2.127 0.357  0.095
H: -1.619 -0.731 1.495  0.067

Output
* frontier orbital gap: 0.332 Ha
* SMILES string: CSC=C(C)C
* calculated total energy: -16181.387 eV
* HOMO level: -8.035 eV
* strongest force on any atom: 2.37 eV/Å

=====

Record 3
# C5H10S3

2 unconnected molecules or ions with the total composition C5H10S3 in a non-equilibrium geometry (wB97M-V/def2-TZVPD, OMol25).

Last column: Löwdin charge in e.
Element x y z (Å)
C: -1.582 1.009 -2.321  -0.056
C: -0.414 0.154 -2.009  -0.303
C: 0.668 0.439 -1.330  -0.986
S: 2.031 -0.848 -1.136  0.646
S: 1.310 1.987 -0.669  0.678
H: -2.182 1.049 -3.119  0.026
H: -1.483 2.025 -2.082  0.052
H: -2.270 0.558 -1.374  0.131
H: -0.484 -0.900 -2.249  0.102
H: 2.739 -0.269 -0.176  -0.173
H: 1.571 2.302 -1.961  -0.100
C: -1.631 0.484 1.265  -0.201
C: -0.489 -0.416 1.267  -0.751
S: -0.654 -1.986 0.835  0.641
H: -1.322 1.439 1.762  0.087
H: -2.503 0.089 1.901  0.108
H: -1.969 0.522 0.200  0.035
H: 0.516 -0.020 1.585  0.064

Output
* frontier orbital gap: 0.297 Ha
* SMILES string: CC=C(S)S.CC=S
* calculated total energy: -37849.600 eV
* HOMO level: -8.295 eV
* strongest force on any atom: 6.81 eV/Å

=====

Record 4
# C5H10SSe2

2 unconnected molecules or ions with the total composition C5H10SSe2 in a non-equilibrium geometry (wB97M-V/def2-TZVPD, OMol25).

Last column: Löwdin charge in e.
Element x y z (Å)
C: 1.996 -0.951 1.142  -0.624
C: 1.180 -1.986 0.433  -0.546
C: 0.443 1.104 -0.435  -0.442
C: -0.051 -0.015 -1.054  -0.571
C: -2.700 1.446 -1.008  -0.367
S: -3.239 1.030 0.641  0.631
Se: 2.554 0.599 0.095  0.866
Se: -0.691 -1.498 -0.037  0.948
H: 1.532 -0.530 1.996  0.044
H: 2.884 -1.457 1.381  0.041
H: 1.807 -2.205 -0.450  0.075
H: 1.131 -2.729 1.245  0.070
H: 0.382 1.955 -1.072  0.076
H: 0.136 1.204 0.564  0.028
H: -0.016 -0.029 -2.066  0.033
H: -3.409 1.348 -1.780  -0.018
H: -1.651 1.118 -0.979  -0.090
H: -2.289 1.596 1.385  -0.155

Output
* frontier orbital gap (spin up / spin down): 0.274 / 0.258 Ha
* calculated total energy: -146869.638 eV
* HOMO level (spin up / spin down): -7.685 / -7.929 eV
* strongest force on any atom: 3.48 eV/Å

=====

Record 5
# C5H10Si

A single C5H10Si molecule in a non-equilibrium geometry (wB97M-V/def2-TZVPD, OMol25).

Last column: Löwdin charge in e.
Element x y z (Å)
C: 2.037 -0.118 0.681  -0.214
Si: 0.909 0.600 -0.727  0.698
C: -0.228 -0.936 -1.289  -0.202
C: -1.350 -1.062 -0.628  -0.206
C: -1.504 -0.114 0.554  -0.254
C: -0.642 1.166 0.252  -0.321
H: 1.464 -1.036 0.974  0.038
H: 3.026 -0.465 0.413  0.004
H: 2.048 0.524 1.544  0.007
H: 1.411 1.491 -1.855  -0.032
H: 0.044 -1.527 -2.217  0.063
H: -2.012 -1.957 -0.657  0.106
H: -2.506 0.321 0.774  0.107
H: -1.062 -0.456 1.479  0.089
H: -1.126 1.786 -0.471  0.040
H: -0.509 1.783 1.174  0.078

Output
* frontier orbital gap: 0.380 Ha
* SMILES string: C[Si@H]1C=CCC1
* calculated total energy: -13223.624 eV
* HOMO level: -9.332 eV
* strongest force on any atom: 4.10 eV/Å

=====

Record 6
# C5H10Si

A single C5H10Si molecule in a non-equilibrium geometry (wB97M-V/def2-TZVPD, OMol25).

Last column: Löwdin charge in e.
Element x y z (Å)
C: -2.461 1.005 -1.635  0.011
C: -1.188 0.619 -1.543  -0.212
C: -0.763 -0.794 -1.191  -0.320
C: 0.198 -0.912 -0.008  -0.339
Si: 1.280 0.233 0.753  0.754
C: 2.242 -0.253 2.421  -0.295
H: -2.586 2.114 -1.693  0.070
H: -3.257 0.369 -1.467  0.028
H: -0.461 1.293 -1.553  0.033
H: -1.566 -1.403 -0.936  0.059
H: -0.309 -1.256 -2.226  0.154
H: -0.329 -1.643 0.626  0.036
H: 1.837 1.652 0.529  -0.050
H: 3.375 -0.121 2.146  0.037
H: 1.943 0.470 3.216  0.007
H: 2.046 -1.372 2.560  0.027

Output
* frontier orbital gap: 0.319 Ha
* SMILES string: C=CC/C=[SiH]/C
* calculated total energy: -13220.907 eV
* HOMO level: -8.088 eV
* strongest force on any atom: 5.12 eV/Å

=====

Record 7
# C5H11BN

A gas-phase ion, C5H11BN (charge +1) in a non-equilibrium geometry (wB97M-V/def2-TZVPD, OMol25).

Last column: Löwdin charge in e.
Element x y z (Å)
C: 2.272 -0.159 -0.005  0.007
N: 0.840 -0.039 -0.331  -0.171
C: 0.095 -1.235 0.086  -0.051
C: -1.225 -1.273 0.143  -0.052
C: -2.123 -0.119 -0.167  -0.127
B: -1.451 1.274 -0.005  0.063
C: 0.257 1.204 0.233  -0.054
H: 2.810 0.724 -0.341  0.113
H: 2.391 -0.252 1.072  0.120
H: 2.701 -1.035 -0.486  0.113
H: 0.754 0.037 -1.352  0.201
H: 0.720 -2.080 0.323  0.131
H: -1.692 -2.197 0.450  0.130
H: -3.027 -0.191 0.445  0.123
H: -2.512 -0.241 -1.187  0.137
H: -1.995 2.298 0.012  0.068
H: 0.760 2.065 -0.201  0.117
H: 0.425 1.219 1.310  0.132

Output
* frontier orbital gap: 0.401 Ha
* SMILES string: C[N@H+]1C=CCBC1
* calculated total energy: -7522.151 eV
* HOMO level: -14.679 eV
* strongest force on any atom: 2.92 eV/Å
* net charge: +1